1.
Molecular formula: C5H13N2
Method: DFT, ωB97M-V with the def2-TZVPD basis set

```
20
Properties=species:S:1:pos:R:3:forces:R:3:mulliken_charge:R:1
C -0.283818 -0.937080 2.153717 0.49 0.92 -2.77 -1.254
C -0.005385 -0.407376 0.955147 -0.05 -0.02 0.43 0.362
C -0.075273 -1.220453 -0.302718 -0.55 -1.65 -1.42 -0.642
C -0.361303 -0.477458 -1.614581 -1.78 -2.60 2.63 -0.900
N -1.392412 0.463519 -1.285883 -0.08 2.31 -0.54 -0.483
N 0.246556 1.076207 0.611251 -0.70 -1.68 1.16 -0.153
C 1.800120 1.323164 0.310120 -1.62 -0.20 0.26 -0.662
H -0.689830 -0.501947 2.968672 -0.23 2.71 2.68 0.349
H -0.392118 -1.947001 2.379233 -0.01 -2.08 -0.91 0.371
H 0.722270 -1.908650 -0.474464 1.19 -0.20 0.18 0.447
H -0.917567 -1.962228 -0.372478 0.39 0.77 1.34 0.398
H 0.464968 -0.026551 -2.042836 1.45 1.05 -1.07 0.320
H -0.883544 -1.199321 -2.214899 0.90 -0.56 -1.06 0.433
H -2.269335 0.114565 -0.906200 0.22 -0.42 -0.47 0.243
H -1.504522 0.865533 -2.206578 -1.20 1.05 0.34 0.272
H -0.144227 1.649453 1.382182 0.84 -0.24 -0.43 0.401
H -0.599053 1.087301 -0.193735 1.09 0.69 -0.44 0.574
H 2.175816 1.857330 1.230569 -0.24 -0.20 -1.48 0.339
H 2.249868 0.295222 0.335279 -0.33 1.11 -0.43 0.278
H 1.858796 1.855762 -0.711789 0.22 -0.77 1.99 0.307
```
Forces are in eV/Å.

Computed properties:
**Frontier orbital gap**: 11.04 eV
**Charge**: +1
**ΔE to the lowest compared entry with this formula, charge and spin**: 352.02 kJ/mol
**SMILES string**: C=C(CCN)[NH2+]C
**Total energy**: -8367.1619 eV
**F_max**: 4.1 eV/Å

2.
Molecular formula: C5H13N2
Method: DFT, ωB97M-V with the def2-TZVPD basis set

```
20
Properties=species:S:1:pos:R:3:forces:R:3:mulliken_charge:R:1
C -2.649555 1.229418 0.255853 -2.57 -0.24 2.85 -0.286
C 3.348925 0.744864 0.620314 -0.67 -1.17 1.94 -1.128
C -3.566262 -0.781825 -0.468723 3.64 -1.61 -0.61 -0.880
C 2.570374 -0.239305 -0.276625 0.92 -2.47 1.73 -0.442
C 1.101745 -0.231885 0.080836 1.13 -0.53 -2.01 0.001
N 0.150909 -0.228336 -0.786990 1.50 0.58 -1.63 -0.223
N -2.410641 0.034341 0.031094 -0.02 -2.08 -2.49 -0.349
H -1.851659 1.810011 0.579488 1.31 1.65 0.15 0.273
H -3.678694 1.429704 0.635792 0.46 0.92 -1.08 0.222
H 4.279064 0.699935 0.154892 1.99 0.43 -0.22 0.334
H 3.482171 0.516411 1.774828 -0.59 0.15 -2.53 0.322
H 2.945832 1.714025 0.494574 -0.25 1.19 0.07 0.376
H -4.458157 -0.507087 -0.066450 -2.57 0.88 1.40 0.363
H -3.364253 -1.869564 -0.308008 -0.21 0.98 -0.06 0.279
H -3.589347 -0.590884 -1.535278 -0.09 -0.18 -0.23 0.332
H 3.027897 -1.282991 -0.017063 -1.29 1.34 0.07 0.297
H 2.977668 -0.223098 -1.303281 -1.31 0.72 0.00 0.352
H 0.885386 -0.254428 1.139033 -0.35 0.11 0.14 0.411
H -0.893350 -0.114725 -0.490422 -0.04 -0.57 -0.05 0.454
H 0.465048 -0.197336 -1.833702 -0.99 -0.10 2.53 0.291
```
Forces are in eV/Å.

Computed properties:
**Frontier orbital gap**: 10.34 eV
**Charge**: +1
**ΔE to the lowest compared entry with this formula, charge and spin**: 318.00 kJ/mol
**Total energy**: -8367.5145 eV
**F_max**: 4.0 eV/Å

3.
Molecular formula: C5H13N2
Method: DFT, ωB97M-V with the def2-TZVPD basis set

```
20
Properties=species:S:1:pos:R:3:forces:R:3:mulliken_spin:R:1
C -0.741034 1.895654 -0.291728 1.40 -1.29 -1.16 0.100
C -1.847444 2.627829 -0.040634 -0.19 1.37 -1.29 0.351
C 0.992854 0.634547 -1.208852 -3.67 1.69 -4.04 -0.804
N -0.500770 1.064748 -1.401045 3.41 2.11 4.65 0.375
H 0.191162 1.945939 0.263876 -0.66 0.09 0.96 0.000
H -2.562868 2.587530 -0.842862 -0.98 -0.07 0.26 0.026
H -1.871312 3.494329 0.631541 -0.05 -0.77 0.17 0.018
H 1.211244 0.092603 -2.114276 0.69 -0.78 0.21 -0.007
H 1.554015 1.556230 -1.059912 0.42 -0.54 0.87 -0.049
H -0.952336 1.385081 -2.244105 -0.39 -1.03 -1.04 -0.016
C 0.927478 -2.302239 -0.145025 0.29 -3.75 -0.80 0.028
N -0.162833 -1.623021 0.528860 4.20 0.55 1.18 0.765
C 0.038115 -1.293841 1.951201 -0.89 -1.23 0.59 0.038
H 1.837114 -1.642330 -0.280772 -1.06 -0.26 0.24 0.062
H 1.267708 -3.213778 0.459134 -0.48 1.35 -0.74 0.002
H 0.629080 -2.725185 -1.197354 0.32 1.08 1.83 0.025
H -0.227781 -0.779958 0.027731 -1.87 1.31 -1.13 0.015
H -0.732959 -0.589039 2.237762 0.06 0.23 0.11 0.002
H 1.077849 -0.898625 2.180388 -0.92 -0.50 -0.65 0.050
H -0.127280 -2.216473 2.546073 0.36 0.43 -0.21 0.018
```
Forces are in eV/Å.

Computed properties:
**Frontier orbital gap (spin up / spin down)**: 9.13 / 7.59 eV
**Charge**: +2
**Multiplicity**: 2
**ΔE to the lowest compared entry with this formula, charge and spin**: 706.50 kJ/mol
**Total energy**: -8351.0975 eV
**F_max**: 6.1 eV/Å

4.
Molecular formula: C5H13N2
Method: DFT, ωB97M-V with the def2-TZVPD basis set

```
20
Properties=species:S:1:pos:R:3:forces:R:3:mulliken_spin:R:1
C 0.356556 -0.887199 -1.674861 -0.66 -0.31 0.02 0.021
C 1.064658 -0.731409 -0.335554 1.03 -0.56 -0.41 0.009
C 0.183051 -0.655104 0.920708 -1.20 0.68 1.73 0.054
C -1.040807 0.250410 0.749711 2.48 -0.10 -1.05 0.312
C -2.330883 -0.250458 0.756874 -2.17 0.40 -0.99 0.401
N -0.702945 1.555381 0.291868 -1.27 -0.90 0.40 0.118
N 2.016975 0.461829 -0.347272 -0.33 0.83 -0.51 0.002
H 1.019001 -0.851329 -2.550638 0.05 -0.47 0.44 0.000
H -0.261095 -1.815909 -1.663391 0.78 0.44 -0.13 -0.001
H -0.351489 -0.098326 -1.860503 -0.37 0.58 0.04 -0.005
H 1.763947 -1.555315 -0.232313 -0.27 -0.42 0.27 0.002
H 0.744074 -0.256187 1.801190 0.01 -0.05 -0.54 0.030
H -0.176992 -1.610322 1.319379 0.34 -0.18 -0.62 -0.003
H -2.690176 -1.204173 1.157172 0.66 0.17 0.21 0.019
H -3.156598 0.323771 0.265310 0.77 -0.28 0.46 0.026
H -0.824562 2.271469 1.016477 0.66 0.08 0.13 0.020
H -1.334856 1.831308 -0.460210 -0.31 0.22 0.12 -0.002
H 2.338159 0.740463 -1.292724 -0.44 -0.26 0.27 0.001
H 2.888916 0.340063 0.176423 -0.26 -0.18 0.37 0.000
H 1.461504 1.238766 0.039129 0.50 0.28 -0.20 -0.002
```
Forces are in eV/Å.

Computed properties:
**Frontier orbital gap (spin up / spin down)**: 11.31 / 7.65 eV
**Charge**: +2
**Multiplicity**: 2
**ΔE to the lowest compared entry with this formula, charge and spin**: 215.44 kJ/mol
**Total energy**: -8356.1871 eV
**F_max**: 2.7 eV/Å

5.
Molecular formula: C5H13N2O
Method: DFT, ωB97M-V with the def2-TZVPD basis set

```
21
Properties=species:S:1:pos:R:3:forces:R:3:mulliken_charge:R:1
N 0.897263 1.726453 -1.089140 -0.69 0.31 1.81 -0.618
C 0.520301 0.643698 -0.279159 -1.12 -0.46 -2.57 0.441
C -0.716196 0.593464 0.442641 1.71 0.58 -2.73 -0.110
C -1.486423 1.873298 0.236196 -0.62 1.54 2.65 -0.754
O -0.723825 2.915653 0.733658 0.10 0.05 -0.84 -0.897
C 1.105123 -0.678853 -0.713119 0.06 -1.33 0.30 -0.353
N 0.763179 -1.824115 0.057081 0.53 0.12 -0.24 -0.756
C -0.233136 -2.611202 -0.623349 0.84 0.37 0.29 -0.654
H 0.333560 2.521244 -0.741882 -0.02 0.34 0.13 0.385
H 1.858579 2.014849 -0.952020 0.24 -0.49 -0.27 0.262
H 0.469303 0.809953 1.003103 -0.89 -0.04 1.18 -0.168
H -1.030862 -0.435986 0.574312 0.19 0.04 0.75 0.491
H 0.270649 -0.532799 3.357840 -0.06 0.11 0.15 -0.028
H -1.690319 1.969048 -0.858725 -0.12 -0.43 0.14 0.227
H -2.467861 1.900237 0.802695 0.36 -0.64 -0.77 0.338
H 2.183747 -0.516078 -0.871952 0.26 -0.02 0.02 0.258
H 0.662882 -0.736401 -1.744047 0.31 0.20 0.27 0.259
H 0.732550 -1.053548 3.108653 0.05 -0.11 -0.14 0.016
H -0.247781 -3.626644 -0.224125 -0.52 0.02 0.59 0.245
H -1.228092 -2.097182 -0.535255 -0.21 -0.77 -0.58 0.185
H 0.027359 -2.855089 -1.683404 -0.41 0.62 -0.11 0.231
```
Forces are in eV/Å.

Computed properties:
**Frontier orbital gap**: 6.33 eV
**Charge**: -1
**ΔE to the lowest compared entry with this formula, charge and spin**: 561.34 kJ/mol
**Total energy**: -10417.8809 eV
**F_max**: 3.3 eV/Å

6.
Molecular formula: C5H13N2O
Method: DFT, ωB97M-V with the def2-TZVPD basis set

```
21
Properties=species:S:1:pos:R:3:forces:R:3:mulliken_charge:R:1
C -2.879733 -0.351282 -0.765245 -3.17 -0.62 0.45 -0.916
N -1.568767 -0.526124 -1.329483 0.40 -0.50 1.23 -0.368
C -0.716952 -1.416362 -0.491852 -0.60 -2.42 -0.25 -0.395
C 0.764712 -1.049584 -0.401277 0.18 -1.99 -0.41 -1.286
C 1.022238 -0.146742 0.788521 1.11 0.59 0.53 0.506
N 2.486330 0.002212 0.748458 1.11 0.41 0.48 -0.668
C 0.225251 1.238645 0.586327 0.50 1.53 0.51 -0.070
O 1.000217 2.297779 0.910964 -0.26 -0.34 0.23 -0.895
H -3.548596 0.364965 -1.310536 1.17 0.15 0.49 0.343
H -3.605965 -1.217882 -0.852887 1.31 -0.20 -0.63 0.306
H -3.058822 -0.256456 0.351284 1.13 0.81 -0.81 0.294
H -1.060521 0.355108 -1.401429 -0.51 -0.09 0.20 0.364
H -0.995957 -1.544286 0.616829 -0.39 0.59 -1.48 0.233
H -0.862926 -2.500493 -0.924252 0.37 1.77 0.68 0.293
H 1.376334 -2.020757 -0.412317 -0.81 1.09 0.67 0.313
H 1.189993 -0.600109 -1.322583 -0.66 0.36 0.35 0.347
H 0.881503 -0.566276 1.869138 -0.54 0.32 -2.03 0.160
H 2.806132 0.262968 -0.184210 -0.30 0.16 0.27 0.232
H 2.877625 0.726284 1.381032 -1.07 -0.38 -0.65 0.266
H -0.149730 1.383512 -0.482796 0.52 -0.58 0.21 -0.115
H -0.766843 1.250525 1.153343 0.48 -0.65 -0.06 0.057
```
Forces are in eV/Å.

Computed properties:
**Frontier orbital gap**: 6.22 eV
**Charge**: -1
**ΔE to the lowest compared entry with this formula, charge and spin**: 203.34 kJ/mol
**SMILES string**: CNCC[C@@H](N)C[O-]
**Total energy**: -10421.5913 eV
**F_max**: 3.3 eV/Å